(1)
C52H41N2O11P2S2SiV | ωB97M-V/def2-TZVPD

Geometry as XYZ:
```
112
Properties=species:S:1:pos:R:3
Si -1.92416 -2.16689 0.85276
N -0.05706 2.52701 -0.22814
H 4.33674 2.80241 0.71936
H 0.55634 1.08661 5.09686
C -3.89026 -0.81959 2.45216
V -0.05706 0.79491 0.82396
H 1.24354 1.44011 -1.70864
H -0.05846 -5.91859 -5.23894
H -3.48896 3.94841 1.46866
C -2.88246 -3.71089 -3.50644
C -0.05946 -5.16349 -4.46484
H 5.87624 0.48361 -3.19624
C 3.94014 1.24071 -3.76704
H -0.05856 9.83041 0.38726
C -0.05806 4.74881 -1.91824
H -2.00086 -4.94519 -0.47444
O -1.65896 -0.34479 4.56866
H -0.05866 -0.74179 -4.86794
C -0.05946 6.29891 0.09556
C -0.05746 0.81921 -3.39424
H -0.05736 3.83991 1.33246
C -0.05746 1.88721 -4.30484
S -0.05486 -3.50959 -4.87624
O 0.92234 -0.83339 0.82396
H -0.06756 5.90861 2.24736
H 0.91674 -6.41219 3.60896
C -2.62696 -1.90829 -1.91794
C -5.93346 -2.67029 2.03416
O -1.05016 -0.76229 0.82396
C 3.92964 0.79461 1.41906
C 5.93104 1.35271 3.33986
O -0.05706 2.53601 1.86216
H -7.13526 -1.40089 3.29146
C -6.16106 -1.55369 2.83426
C -0.05756 3.44891 -2.45484
H -3.17776 -1.63249 -3.98354
C -0.05756 -1.16339 -1.52564
C -2.29216 -2.82139 -0.89554
H -0.05766 4.02161 -4.54824
H 1.89734 1.86231 -4.04914
C -1.62706 -4.28969 2.82326
O -0.05706 0.10481 2.71296
O 1.78674 1.45471 0.82396
H -1.72676 1.32731 0.82396
H 0.81574 -3.32469 0.64006
C -3.63546 -1.94479 1.64136
H 4.21704 1.39571 -4.80504
C -0.06406 6.63391 1.44326
P -1.63746 2.93511 2.09756
C -0.06406 -4.11479 -2.39664
C 2.14404 -0.87209 0.46036
H -3.10846 -4.05369 -4.51274
S -0.05496 7.73681 -0.85854
C -4.68406 -2.86589 1.43956
H 3.78314 -1.11639 2.43566
H -2.65806 -0.83609 -1.71774
H -0.05736 -1.88299 -0.71204
H -3.11376 -0.07209 2.62556
O -2.71866 3.62611 0.92666
N -0.05706 0.12151 -1.08754
C -0.05806 -0.52659 -3.80274
C -0.05946 8.75571 0.50766
C 4.28404 -0.14999 2.39576
C 5.27554 0.12431 3.34376
H 2.01474 -5.13129 1.79216
C 2.64064 1.50731 -3.34164
C 0.37554 -5.61979 3.09846
C 4.87254 0.73411 -2.86634
C 4.50984 0.51481 -1.53584
H -2.51316 -5.69069 -2.75024
O 0.01374 1.69971 4.53576
H -5.32096 0.24831 3.65996
C 5.59274 2.31141 2.39016
C 4.59984 2.03731 1.44576
H -4.54816 -3.74809 0.81496
H 5.52294 -0.62799 4.08696
C -0.05946 -3.00169 -3.22694
O -1.44756 3.98641 3.21656
C -2.25686 -4.19259 -1.21934
C -2.92126 -2.35169 -3.20934
C 2.81604 0.55181 0.38746
C -0.05826 4.95721 -0.53174
H -1.40536 -5.86559 4.27946
H -6.73256 -3.38879 1.86746
H 5.23774 0.07351 -0.85654
H -0.06736 -6.32969 -2.63664
H 6.69594 1.56261 4.08056
C -0.05716 2.36891 -1.55234
H -0.05866 5.59021 -2.60584
C 3.21524 0.81601 -1.07274
H 1.74354 2.40681 0.23726
C -0.05746 3.19951 -3.83594
C 0.99134 -4.90139 2.07806
O 2.85364 -1.88409 0.17516
H -0.05766 1.70241 -5.37674
C -2.54876 -4.62979 -2.51454
H -0.06736 8.49951 2.66096
C -0.06406 8.04041 1.67986
O -2.30446 1.50281 2.80616
H 6.09134 3.27551 2.38466
C 0.29914 -3.87749 1.42666
C -1.02996 -3.55609 1.77876
H -0.06756 -4.06319 -1.31494
C -0.05716 1.08281 -2.01174
H -2.63996 -4.07679 3.16176
C -0.05826 -1.56629 -2.86214
C -5.14196 -0.62819 3.04206
C -0.92936 -5.31259 3.47286
C -0.05756 3.79861 0.24706
P -1.03356 0.68291 3.61906
C 2.27814 1.28511 -2.01014
C -0.06406 -5.35289 -3.10474
```

For the total energy, the calculation gives -5655.96988 a.u. Its frontier orbital gap (alpha / beta) is 6.424 / 6.322 eV. Its molecular weight is 1075.0 g/mol. Its total charge is -1. As for the spin multiplicity: 2. As for the expectation value of S²: 0.76.

(2)
C52H41N6O3P2SV | ωB97M-V/def2-TZVPD

Geometry as XYZ:
```
106
Properties=species:S:1:pos:R:3
C -3.43171 -0.12688 1.16948
H 4.04051 -2.64681 -0.48110
C -3.46199 1.77827 3.19790
H 1.18294 1.04254 0.26480
C 3.90261 -1.75365 -1.07498
O -1.31440 -2.99716 -1.66895
H -1.47849 1.12743 3.66789
C 1.88110 -0.18159 4.31832
H 3.73372 -0.93250 1.57988
P 1.32467 -1.64058 -0.00462
C 4.78995 -0.14301 -2.62671
C 5.13655 5.96694 0.95392
H -5.43126 2.25375 2.50203
H -2.03206 -0.07272 -2.17211
O -1.46844 -2.50269 2.27055
O 2.97988 1.83566 1.09880
H 6.12184 7.85864 0.94404
C 2.27414 -6.13625 0.20387
H 5.56818 5.66709 1.90164
C 5.27287 8.95107 -1.39161
H -2.62887 3.93921 -0.60574
C 1.75403 -4.15516 -1.04868
H 3.98577 -0.19874 3.91861
C 0.54626 3.07235 0.14547
C -4.55902 1.62951 2.36160
C 4.90252 7.61712 -0.80251
C -5.20947 -1.25537 -2.22345
H 1.62438 -3.64893 -1.99983
H -3.47493 2.52367 3.98135
N 4.03806 3.82043 0.85515
H 5.05216 9.76052 -0.69494
C 2.52515 0.06637 -1.85967
C -1.75926 3.32460 -0.41891
H 4.81509 3.39061 1.33319
H 5.61070 0.21693 -3.23266
V -1.01800 -1.93382 -0.43304
C 3.72764 5.50000 -0.92758
H -5.91143 -1.84600 -1.65582
H -7.77722 -3.29539 1.12171
C 2.94229 3.01823 0.79402
H -2.90375 -4.04718 1.10534
H -2.77830 1.49919 -0.84473
C 4.26966 5.10710 0.28934
H 4.73728 9.14054 -2.31963
C 2.68517 -1.07000 -1.06543
C -6.19752 -4.70730 1.46632
C -3.03854 -0.26812 -2.52844
C 4.94745 -1.28841 -1.85790
H -6.53591 -1.10757 -3.89231
H -6.28481 -1.49707 0.41888
H -4.93794 0.16054 -5.28938
H 3.09664 4.82418 -1.49082
S -1.05971 -1.18291 1.71502
C -2.34507 0.01759 2.03981
N -1.76124 -3.98912 -2.46226
H 1.57287 0.57758 -1.89128
C 3.57915 0.53250 -2.62866
H 2.34024 -5.91806 2.33266
C 0.60518 -0.37776 3.81310
C -5.86267 -2.46143 0.66778
H -2.67420 0.65458 -4.42555
C -4.65910 -0.14877 -4.29118
C -4.48646 -2.69158 0.59655
C 2.99689 -0.36359 3.51312
C -3.95678 -0.93129 -1.70493
C -1.84612 1.95114 -0.54328
C 1.59197 -0.98716 1.67393
H -5.38119 0.60901 0.66278
C 4.04161 6.74642 -1.45655
H 6.34287 8.99069 -1.60014
C 0.35365 1.69138 0.04661
C -4.82723 -4.91179 1.47934
P -3.33880 -1.46080 -0.07747
N 1.77790 3.65857 0.41195
C -5.55738 -0.85495 -3.50689
N -0.81354 1.13558 -0.30422
C -3.97388 -3.90663 1.04656
C 1.68540 -3.42358 0.14481
C -1.28631 -5.37769 -0.55748
C 2.05845 -5.50379 -1.01715
C -4.54097 0.68741 1.34116
H 5.88411 -1.82903 -1.87331
H -4.41710 -5.84924 1.83080
C 5.44420 7.20129 0.41275
C 2.85875 -0.78073 2.19743
H 1.80980 4.66754 0.39201
H 3.45208 1.41699 -3.23889
C 0.47449 -0.74219 2.48147
H 2.13780 -6.06429 -1.93959
C -0.55258 3.89617 -0.07360
C -1.73731 -5.13142 -1.90815
N -2.62025 -7.19747 -3.18186
C -2.33816 0.97994 3.03477
H -6.86799 -5.49953 1.77082
H 2.00153 0.11986 5.35009
C 1.88503 -4.06271 1.36199
H -0.45532 4.97228 0.01146
H 2.51867 -7.18974 0.22785
C 2.17946 -5.42109 1.38553
H 3.62300 7.03219 -2.41386
H 1.82974 -3.50915 2.29062
C -3.38938 0.13169 -3.80434
N -0.93745 -5.54073 0.52368
C -2.22973 -6.25702 -2.65548
H -0.25446 -0.27361 4.45809
C -6.71037 -3.47115 1.08904
```

For the total energy, the calculation gives -4584.72153 a.u. Its frontier orbital gap (alpha / beta) is 5.985 / 5.858 eV. Its molecular weight is 942.9 g/mol. Its total charge is +2. As for the spin multiplicity: 1.

(3)
C52H42Cl2N2O6 | ωB97M-V/def2-TZVPD

Geometry as XYZ:
```
104
Properties=species:S:1:pos:R:3
C -2.45187 1.64721 7.66730
C -0.04715 -2.04976 0.67697
H -2.16183 -2.42100 2.58129
H 2.13002 0.27007 -2.08253
C -6.89877 3.81447 3.52602
C 5.99667 3.72851 -6.78611
H -2.00396 -1.37322 0.31682
C -1.18473 -1.25652 1.02628
C 0.26592 1.16124 -2.64929
C -0.41971 1.95829 -3.61815
H 3.46901 -3.62372 -3.02388
O 0.05140 -1.17587 5.67711
H 5.10450 -1.80848 9.08610
H -1.20887 -2.18519 -1.80509
C -1.93161 -1.97754 -6.34867
H -3.68870 -2.32465 -1.29393
H -2.01562 0.09355 6.29008
C 1.62517 0.91695 -2.78472
H 2.04987 -2.90992 6.58761
O 4.61128 0.86063 -2.96608
H -0.74359 -0.27286 0.86531
H -7.77563 1.92206 4.01797
C 1.79109 1.43862 8.64677
C 2.44251 0.07895 8.23857
C 3.64113 -2.37576 7.84097
H 4.22733 4.42323 -7.56967
H -0.21272 3.20049 -5.38698
C 0.50271 -0.53888 6.66914
C 3.84994 2.99374 -5.93706
H -7.93760 4.14073 3.47622
C -1.48832 -2.17440 -3.78667
C -5.55150 1.66590 4.24586
H -4.80871 2.08133 4.92688
C 4.61203 2.14153 -4.99632
C -1.89236 2.53725 8.57443
C 1.81170 -1.54041 -5.69765
H -1.47768 2.07500 -3.43517
H -1.05858 -1.05992 3.17970
H -5.21506 -2.15619 -3.22682
H 2.32051 -5.14878 -1.15072
H -5.18115 1.57453 3.22478
C 0.42212 -1.75664 -5.50344
C -3.02075 -0.44662 2.57429
C -0.02171 -2.07987 -4.06026
C 6.68256 2.89449 -5.89664
N 0.87057 -2.70016 0.34900
H -4.47517 -2.02909 -5.45708
H 6.57071 1.58329 -4.29629
Cl 4.53137 -5.83422 -3.30587
C -0.49914 2.50293 8.76328
C 2.10522 -4.95673 -2.20185
H -2.43943 3.36593 8.99916
C 6.00656 2.15774 -5.01610
C -5.92025 4.84599 3.88847
H -6.68891 3.56382 2.48619
C -4.15857 -2.26282 -3.42393
C 0.22578 2.45490 -4.74028
C 1.64877 2.28972 -4.74347
C -6.86310 2.44777 4.29908
C -0.28653 0.58372 7.27187
O 1.71588 3.99765 -6.48346
C 2.45750 -2.12625 7.20897
H 4.04776 -3.35658 7.64336
C -2.35415 -2.13614 -4.92489
H 4.07128 0.59657 9.43929
H 1.65100 -0.86745 -9.01497
O 2.27452 2.32567 9.38248
H -7.12733 2.54269 5.35230
C 1.85033 -0.87127 7.30932
C -1.99130 -2.16853 -2.54936
C 4.19538 -1.46920 8.61198
C 0.07408 -1.53623 -7.88736
C 3.90912 1.41045 -3.83780
O -2.69535 -1.99236 -7.35531
C 3.63376 -0.19622 8.85067
C -3.69865 -2.12134 -4.71216
H 6.64476 4.38994 -7.34189
H -0.07506 2.95097 9.64974
H -0.61606 -1.43794 -8.71224
C -1.62355 0.72907 7.07034
C 2.35494 3.19279 -5.75310
H -2.91434 0.62573 2.41046
H -3.87226 -0.78259 1.98255
C -1.80619 -1.39758 2.46195
C -3.30741 -2.25235 -2.30179
C 1.37866 -1.17959 -8.01757
C -0.48017 -1.75938 -6.63615
H 2.47688 -1.61304 -4.84991
C 2.35967 1.53887 -3.78808
O 0.77181 -2.25522 -3.15418
C 0.31361 1.49634 8.16786
H -3.44183 1.75065 7.24816
H -5.71882 0.66938 4.65457
H -3.29448 -0.53380 3.62576
H 1.25977 -4.27891 -2.08403
C 4.60828 3.72982 -6.83451
Cl 1.13487 -6.46632 -2.82415
H 3.34460 -1.06367 -7.08084
H -0.19770 0.61741 -1.83953
C 2.28785 -1.24481 -6.95096
C 3.19249 -4.66047 -3.21569
N -5.21580 5.71887 4.20009
H 7.71666 3.08440 -5.64971
H 2.86744 -4.57558 -4.25262
```

For the total energy, the calculation gives -3487.97998 a.u. Its frontier orbital gap is 8.357 eV. Its molecular weight is 861.8 g/mol. Its total charge is 0. The SMILES is O=C1c2ccccc2C(=O)c2ccccc21.O=C1c2ccccc2C(=O)c2ccccc21.O=C1c2ccccc2C(=O)c2ccccc21.CCCC#N.CCCC#N.ClCCCl. As for the spin multiplicity: 1.

(4)
C52H42N8O4S4W | ωB97M-V/def2-TZVPD

Geometry as XYZ:
```
111
Properties=species:S:1:pos:R:3
C 1.09490 -2.54693 3.91859
N -0.13053 -3.42185 0.81518
H 0.49073 -3.80970 6.98829
C 1.28940 -5.24456 0.29525
W -0.36492 -1.24639 1.26016
H -4.74393 2.27138 -1.14083
C -1.47698 -0.63251 -5.52263
N -2.48512 -2.17974 3.97626
C -2.45486 -3.40204 0.87246
C 1.08436 -3.92046 0.63132
C 3.07780 3.24970 0.26365
C 4.43592 3.34865 0.02043
C -1.20483 -4.18464 0.64526
H 1.66130 2.95396 5.65414
H 1.41041 6.65425 -2.87061
H 0.10539 -3.24102 -2.87014
N -0.02435 2.64944 -0.07510
C 1.60203 5.59632 -2.98484
H -1.81097 -3.18676 6.25211
N 0.39135 0.49544 1.30164
C 2.61589 5.15536 -3.83180
H -5.92486 -0.45165 2.32065
C -0.20771 4.84864 3.54773
O 1.54825 -1.72945 1.27150
C 1.13277 -2.92727 -2.72707
S 0.86659 1.91084 1.03413
C -4.09218 2.60573 -3.15602
N 0.76390 0.81468 -1.81059
O -2.15071 -2.13841 1.22748
C -3.01418 2.74238 -4.02436
H 6.31588 2.32289 -0.02791
C -3.89278 2.35382 -1.80271
H 2.43804 4.12043 0.19502
C 0.31934 -3.38096 6.00991
C 3.36394 0.87371 0.76853
C 1.43671 -1.63951 -2.28762
C -1.07126 -0.71210 -3.17827
C 0.63711 2.91936 2.44525
H -5.09977 2.71343 -3.53506
C -0.96156 -3.05323 5.59771
C 2.56823 2.00320 0.62094
H -1.12700 -0.51591 -6.53913
H -3.50712 -1.00016 -6.09999
C 2.74190 -1.18584 -2.12011
H -0.58848 4.40298 1.47462
H 0.03575 5.00768 -1.63726
C -2.61036 2.23858 -1.29566
C 0.42293 4.43462 4.71107
O 3.28483 -2.99175 0.59953
H 1.97956 -4.77187 -3.39589
C -2.40495 -0.98921 -2.90221
S 0.09199 2.21762 -1.58505
H 4.86234 4.30396 -0.25286
H 2.29834 1.80124 -3.42951
H 1.87340 1.57465 3.60643
H -4.49253 0.57393 2.06692
C 1.28321 2.48344 3.60362
C 4.72371 0.99972 0.52377
C 2.18447 -3.77815 -3.02175
S -1.79013 0.14476 2.74152
H 2.29693 -5.61496 0.16264
H 2.39307 -3.31554 5.42226
C -0.58445 -0.52768 -4.47220
C -0.10667 4.09146 2.38793
H 4.80019 -1.73500 -2.30445
H -5.73023 -2.42605 4.00438
C 3.77540 -2.06029 -2.41757
H -0.87308 2.77265 -4.20089
C -1.10425 -5.51996 0.30807
H 0.46598 -0.33602 -4.65297
H -2.00251 -6.11124 0.18889
C 1.36808 -3.10926 5.14937
C 1.16521 3.25702 4.74261
C -2.81869 -0.90786 -5.27055
H -0.77645 5.76803 3.53575
H 5.36901 0.13923 0.63858
H 1.91051 -2.29965 3.25984
H -3.18076 2.95346 -5.07158
C 5.25312 2.22901 0.15056
C 2.12245 -2.86982 0.82087
C -1.14906 -2.50772 4.34185
C -4.67939 -2.20728 3.92911
H 2.94287 -0.18250 -1.77718
C -5.06535 0.01031 2.79803
C -2.88294 -1.03777 3.37762
H -4.32506 -1.30621 -3.79524
O -3.56693 -3.80790 0.75246
C 2.11240 2.85865 -3.31513
H 3.21092 5.87941 -4.37239
H 0.28909 -7.10496 -0.11156
H -5.39646 0.67052 3.59711
C 0.17039 -6.05940 0.14048
N -4.21263 -1.04418 3.34570
C 0.83228 4.67950 -2.29308
H 0.34403 5.03853 5.60505
H -2.73659 -1.13983 -1.88353
N -0.14713 -2.26152 3.47462
H 4.31277 -4.01503 -3.10667
C 1.10609 3.32319 -2.47430
C 2.86984 3.79979 -3.99655
C -1.72051 2.63928 -3.54163
C 3.49795 -3.34551 -2.86541
C -3.60714 -2.92359 4.32003
C -1.54526 2.39172 -2.18091
C -3.28244 -1.08150 -3.97298
H -2.42914 2.07107 -0.24043
H 2.92918 -0.07261 1.05934
H 3.65800 3.47182 -4.66001
N -0.60989 -1.11511 -0.59727
H -3.53922 -3.88884 4.78818
S 0.07583 -0.61460 -1.86294
```

For the total energy, the calculation gives -4404.27145 a.u. Its frontier orbital gap is 7.060 eV. Its molecular weight is 1155.1 g/mol. Its total charge is +4. As for the spin multiplicity: 1.

> Look up the molecular weight of the first one.

1075.0 g/mol

> Among the records above, which one has the highest spin multiplicity?

C52H41N2O11P2S2SiV